{"formula": "C24H42Cl3N4O3PbSi", "method": "ωB97M-V/def2-TZVPD", "orbital_gap_ev": 5.36, "relative_energy_ev": 3.6432, "total_energy_ha": -3247.48224, "charge": -1, "lumo_energy_ev": 1.5, "symbols": ["Pb", "Cl", "Cl", "Cl", "Si", "O", "O", "O", "N", "N", "N", "N", "C", "C", "C", "C", "C", "C", "C", "C", "C", "C", "C", "C", "C", "C", "C", "C", "C", "C", "C", "C", "C", "C", "C", "C", "H", "H", "H", "H", "H", "H", "H", "H", "H", "H", "H", "H", "H", "H", "H", "H", "H", "H", "H", "H", "H", "H", "H", "H", "H", "H", "H", "H", "H", "H", "H", "H", "H", "H", "H", "H", "H", "H", "H", "H", "H", "H"], "coordinates": [[-1.33796, 3.35407, 0.87859], [-3.42823, 3.54602, -0.51350], [-0.02343, 4.77989, -0.53098], [2.49732, -0.87036, 1.31912], [3.11626, 0.95811, 0.51359], [-1.97291, -0.22792, 0.46376], [2.42042, 0.48897, -1.02665], [1.89717, -3.90364, 0.57016], [-1.74248, 0.56572, 5.15359], [2.38613, -3.32578, -1.63333], [-3.79858, -0.87868, -0.74192], [-0.67277, 1.32121, 3.38146], [4.26522, 1.65697, -0.81108], [-3.16629, 1.57167, 3.34310], [-1.75676, 0.60487, -3.36907], [0.47385, 0.47553, -2.46071], [3.96472, 1.55930, -3.83711], [0.32111, -0.90701, -2.30866], [2.35344, -0.20571, -4.46178], [-3.64420, -2.30536, -0.53096], [-1.87503, 1.17558, 3.93951], [-0.63072, 1.24130, -2.84640], [2.15740, -3.87781, -2.95661], [-2.87148, 0.01625, -0.33668], [1.54882, -3.70346, -0.58574], [-1.81217, -0.78509, -3.44592], [0.24704, 0.76650, 4.25482], [-4.89584, -0.51957, -1.62251], [-0.40642, 0.30443, 5.36738], [2.19889, 2.31609, 1.47288], [3.72367, -2.82970, -1.34697], [2.74031, 0.72624, -3.56392], [4.73778, 0.96374, 1.88419], [-0.79405, -1.56304, -2.87934], [3.01299, -0.46194, -5.77671], [1.89476, 1.03636, -2.29329], [2.35840, -3.10720, -3.70712], [-0.82124, -2.66434, -2.89579], [1.29344, 0.72176, 4.00598], [4.04972, -0.82028, -5.64480], [1.82711, 2.12770, -2.22407], [4.62702, 0.74773, -1.34868], [1.23696, 1.94875, 1.86065], [3.04108, 0.46374, -6.37804], [-3.99758, 1.28350, 4.00042], [1.14066, -1.47659, -1.84961], [3.97804, -2.98916, -0.29016], [-2.65083, -1.29281, -3.94251], [-2.99730, 1.01515, -0.78504], [0.48710, -3.80846, -0.93441], [5.15088, 2.22645, -0.51355], [2.75949, 2.64939, 2.34755], [4.49876, 1.26147, -4.75324], [-2.59510, 1.19589, -3.75082], [-0.00638, -0.15715, 6.25286], [-0.55569, 2.32810, -2.78641], [2.82295, -4.72851, -3.13696], [3.64720, 2.31140, -1.46696], [4.72595, 1.48302, -3.04812], [2.48261, -1.22158, -6.38002], [1.44568, -0.77627, -4.31527], [-3.27756, 1.07774, 2.36521], [3.68859, 2.61794, -3.93777], [4.43607, -3.32632, -2.01142], [-2.50562, 0.36012, 5.79525], [3.76546, -1.74654, -1.55775], [-3.24201, -2.79699, -1.43399], [1.11680, -4.21073, -3.03381], [-3.17050, 2.66855, 3.20606], [-5.10684, 0.55880, -1.55756], [5.54835, 0.31547, 1.49948], [5.20141, 1.92628, 2.11245], [-4.66317, -0.78085, -2.67516], [2.03740, 3.21082, 0.85261], [-5.78504, -1.09246, -1.30053], [-4.64426, -2.71900, -0.34042], [-2.98577, -2.49870, 0.31825], [4.45175, 0.51782, 2.85650]]}

=====

{"formula": "C24H42IO16PS3Si2", "method": "ωB97M-V/def2-TZVPD", "orbital_gap_ev": 8.66, "total_energy_ha": -4556.35384, "charge": 0, "lumo_energy_ev": -0.4, "symbols": ["I", "S", "S", "S", "P", "Si", "Si", "O", "O", "O", "O", "O", "O", "O", "O", "O", "O", "O", "O", "O", "O", "O", "O", "C", "C", "C", "C", "C", "C", "C", "C", "C", "C", "C", "C", "C", "C", "C", "C", "C", "C", "C", "C", "C", "C", "C", "C", "H", "H", "H", "H", "H", "H", "H", "H", "H", "H", "H", "H", "H", "H", "H", "H", "H", "H", "H", "H", "H", "H", "H", "H", "H", "H", "H", "H", "H", "H", "H", "H", "H", "H", "H", "H", "H", "H", "H", "H", "H", "H"], "coordinates": [[5.80978, -2.34647, 3.49596], [1.71886, 2.98396, 2.39806], [3.48762, 1.83025, -0.23610], [-0.59913, -5.76679, 1.57611], [3.41557, -2.86519, 3.46735], [2.72614, -0.70643, 3.64198], [3.32379, 1.54693, 1.84118], [2.05257, 4.18552, 1.64913], [-1.14659, -4.21058, -2.60934], [0.80889, 0.58603, -0.27759], [3.15573, -2.96870, 1.84312], [-2.00579, -5.26217, -4.38216], [-0.63989, 9.16273, 0.75024], [-3.78264, -5.97948, 0.23074], [2.84489, 0.01552, 2.13768], [1.15715, 5.53276, -3.86307], [-1.92749, 9.46866, 2.55048], [1.53191, -1.54915, -0.36301], [-1.03960, -1.93426, 1.02609], [-5.39738, -5.82086, 1.76192], [0.05253, -2.89185, 2.73509], [-0.17170, 5.72695, -2.07624], [0.43386, 2.33807, 2.19415], [-1.46472, -4.19918, 1.34738], [-0.58508, -0.61795, 1.42183], [1.91476, 4.49636, -4.51154], [-0.22822, -3.13179, -2.35319], [-5.71702, -7.22261, -0.22342], [-1.24857, -4.44979, -3.93714], [0.96306, 3.61217, -2.52525], [-4.58222, -7.74579, -1.10309], [-0.70353, -2.97447, 1.79264], [-0.93320, 7.27559, 2.11069], [-0.52067, 0.19246, 0.11851], [-1.25043, 8.74360, 1.88038], [-3.59883, -6.58076, -1.06711], [1.71858, -0.36408, -0.50551], [0.66699, -3.07432, -3.58644], [-0.28393, -3.54630, -4.68591], [2.19269, 3.47156, -3.41705], [3.05172, 0.21561, -0.93400], [0.27241, 7.03560, 1.20500], [1.85585, 3.36386, 4.12303], [0.55813, 5.05655, -2.74532], [-5.00583, -6.27920, 0.72887], [0.03277, 8.06068, 0.10381], [-1.55063, -0.05045, 2.46074], [3.00846, 0.40750, -2.01282], [-2.56405, -0.41153, 2.24980], [-0.80881, -2.21566, -2.22177], [0.42177, -0.69585, 1.84138], [-6.44481, -6.63911, -0.79010], [0.30528, -3.34192, -1.43233], [-0.86145, -2.72656, -5.11731], [-4.13168, -8.62442, -0.63917], [-2.40470, -4.22999, 1.91285], [-1.72970, -4.08591, 0.29402], [0.94744, 8.44029, -0.34497], [-2.55791, -6.88241, -1.15316], [3.94892, -3.21493, 1.34685], [1.48855, -3.78306, -3.47674], [3.08275, 3.76281, -2.85716], [2.13094, 2.46785, 4.68597], [2.35258, 2.46777, -3.80858], [1.09235, -2.08676, -3.75364], [3.81380, -0.54029, -0.74148], [-1.26407, -0.36693, 3.46814], [1.30942, 4.08488, -5.32225], [-0.74393, 7.09795, 3.16606], [-0.98778, -0.39455, -0.67949], [2.81003, 4.94591, -4.93300], [1.17044, 3.43416, -1.47228], [0.86377, 3.70275, 4.43504], [4.55244, 1.91387, 2.56443], [0.19723, -4.09768, -5.48872], [-1.04065, 1.14791, 0.21508], [-1.80320, 6.69195, 1.80411], [1.19130, 7.27349, 1.74357], [-1.55442, 1.04310, 2.43504], [-4.88150, -8.01032, -2.11448], [2.59286, 4.15947, 4.25453], [1.31555, -0.66608, 4.06925], [-3.81390, -5.83141, -1.82801], [0.35967, 6.02153, 0.82375], [0.44359, -5.27760, 2.25187], [-0.60993, 7.67279, -0.68444], [-6.24146, -7.99191, 0.33636], [0.13536, 2.97506, -2.84295], [3.54634, 0.04101, 4.62715]]}

=====

What molecular weight values result from the calculations? In sequence: 776.27; 896.83 g/mol.